1.
39
Properties=species:S:1:pos:R:3:forces:R:3 method="wB97M-V/def2-TZVPD" orbital_gap_ev=8.31 spin_multiplicity=1 lumo_ha=-0.0217 relative_energy_kcal_mol=114.9 fmax_ha_per_bohr=0.105 charge=0 homo_energy_ha=-0.3271
H -0.173 0.278 0.434 -0.3 0.0 0.0
H -0.288 -0.443 -0.899 -0.1 0.0 0.4
H 4.273 -1.088 3.255 -0.1 -0.1 -0.2
H 3.733 -1.127 1.835 0.3 -0.3 0.7
H 0.748 2.026 2.611 -0.1 0.3 0.0
H -0.288 3.136 2.544 0.0 0.0 0.0
H -3.402 2.176 2.829 -0.1 0.0 0.1
H -4.179 1.533 1.691 -0.1 0.0 0.0
H -2.338 1.282 0.869 0.0 0.2 0.1
H -2.212 0.365 -0.336 -0.2 -0.1 -0.1
H 1.190 -2.150 1.063 0.0 -0.2 0.1
H 2.301 -2.658 0.159 0.0 -0.2 0.1
H -1.362 -4.443 -0.856 0.0 -0.1 0.3
H -1.796 -4.437 0.600 0.0 -0.1 -0.1
H -1.255 3.734 -1.190 0.0 0.1 -0.1
H -0.078 4.685 -1.046 0.0 0.0 -0.2
H -0.387 -0.945 -2.525 0.0 -0.1 -0.4
H -1.646 -1.374 -3.261 -0.1 0.0 0.1
H 1.936 2.828 -2.580 0.1 0.0 -0.1
H 0.979 3.344 -3.642 0.0 0.2 0.1
H 3.640 -0.023 -1.284 0.0 0.0 -0.1
H 4.325 1.313 -1.043 0.1 0.0 -0.1
H 1.589 0.268 2.541 0.0 -0.2 0.1
H 2.007 -0.206 1.159 -0.3 0.2 -0.3
H -3.419 -4.319 -1.805 -0.1 -0.1 0.2
H -3.761 -2.944 -1.256 -0.5 0.3 -0.3
O 0.296 0.135 -0.395 0.6 0.0 0.1
O 4.211 -1.659 2.481 1.1 -0.5 -0.1
O -0.202 2.176 2.547 0.1 -0.1 -0.1
O -3.957 2.391 2.070 0.3 0.0 0.0
O -2.409 0.358 0.607 0.1 0.0 -0.1
O 1.591 -2.963 0.736 -0.1 0.1 -0.3
O -1.974 -4.867 -0.244 4.1 -3.0 1.8
O -0.887 4.548 -1.552 -0.1 -0.1 0.2
O -1.298 -1.222 -2.375 0.1 0.1 0.0
O 1.733 3.611 -3.103 0.0 -0.2 0.0
O 3.957 0.763 -1.744 -0.1 0.0 0.2
O 2.249 -0.270 2.090 -1.1 1.0 -0.2
O -3.447 -3.814 -0.985 -3.4 2.9 -1.9

2.
78
Properties=species:S:1:pos:R:3:forces:R:3 method="wB97M-V/def2-TZVPD" orbital_gap_ev=6.06 spin_multiplicity=1 lumo_ha=-0.0683 relative_energy_kcal_mol=89.9 fmax_ha_per_bohr=0.076 charge=0 homo_energy_ha=-0.2908
Sc 0.849 0.954 -0.512 -0.5 -0.9 0.0
O -1.503 -5.701 -0.827 0.3 -1.7 -0.6
C -2.367 -4.853 -0.923 -0.3 3.0 1.9
O -3.583 -4.720 -0.762 -0.2 -0.9 -0.7
C -1.663 -3.367 -0.908 -0.4 -1.5 -0.6
C -0.270 -3.379 -1.081 -0.2 2.4 -1.0
C 0.314 -2.114 -1.193 -1.0 0.9 1.7
N -0.356 -0.930 -0.866 1.2 -2.2 -1.6
C -1.685 -0.991 -0.759 0.4 -0.6 0.6
C -2.407 -2.198 -0.777 0.8 0.8 0.3
C -2.237 0.328 -0.476 0.6 1.4 0.8
C -3.587 0.598 -0.439 1.1 1.9 0.3
C -3.956 1.941 -0.223 -0.6 -0.7 0.3
C -3.049 2.919 0.156 0.4 -0.7 -0.1
C -1.715 2.511 0.252 0.2 0.1 -0.7
N -1.278 1.308 -0.164 -2.3 -0.3 0.3
C 1.728 -1.931 -1.454 2.5 2.5 0.2
C 2.492 -2.921 -2.080 0.0 0.5 0.0
C 3.808 -2.668 -2.438 -0.2 2.6 0.9
C 4.404 -1.466 -1.996 -1.2 -0.3 1.3
C 3.670 -0.538 -1.261 -1.7 -0.5 -0.1
N 2.314 -0.650 -1.100 0.1 -3.0 -0.9
H 0.306 -4.276 -1.307 -0.6 0.0 0.4
H -3.491 -2.193 -0.587 0.6 -0.4 -0.4
H -4.329 -0.153 -0.540 -0.4 -0.5 -0.3
H -5.023 2.117 -0.285 0.1 0.5 0.1
H -3.318 3.949 0.381 -0.1 -0.4 0.0
H -0.955 3.222 0.598 -0.2 -0.3 -0.2
H 2.026 -3.862 -2.315 0.0 0.0 -0.2
H 4.384 -3.218 -3.116 0.5 -1.5 -0.5
H 5.446 -1.276 -1.969 0.9 -0.1 -0.7
H 4.162 0.313 -0.771 -0.4 -0.2 -0.4
N 2.914 1.772 2.559 0.5 0.5 -0.9
C 1.969 0.747 2.707 -1.1 0.6 -1.2
N 1.652 0.297 3.874 -0.3 -1.8 1.1
N 0.692 -0.690 3.671 0.6 2.3 -3.1
N 0.381 -0.667 2.375 1.1 0.2 1.0
N 1.196 0.245 1.696 -0.4 -0.4 1.4
C 3.067 2.491 1.403 0.2 -0.5 -0.3
N 4.030 3.430 1.110 -1.1 -0.7 0.9
N 3.750 3.881 -0.081 -1.2 -0.8 -0.9
N 2.702 3.227 -0.541 0.5 -0.2 0.7
N 2.266 2.298 0.339 0.7 1.3 0.4
H 3.550 1.949 3.325 -0.2 0.0 -0.1
O 0.982 2.413 -2.084 1.7 -0.8 1.9
C 2.002 3.291 -1.955 -0.4 2.8 -0.5
C 3.250 3.104 -2.871 -1.7 -1.2 0.4
C 2.931 3.161 -4.389 1.8 0.0 0.6
C 1.562 3.544 -4.830 -2.1 1.9 -1.7
C 0.929 4.913 -4.382 -0.1 0.1 1.9
C 0.362 4.981 -2.901 0.9 -1.3 -0.6
N 1.408 4.704 -1.918 -0.1 -1.5 0.2
H 3.594 2.057 -2.556 0.2 1.5 -0.6
H 3.941 3.901 -2.611 0.3 -0.3 0.2
H 3.199 2.172 -4.753 -0.3 -0.1 -0.4
H 3.728 3.815 -4.802 -0.7 -0.1 -0.1
H 0.817 2.773 -4.658 0.1 -0.2 0.3
H 1.503 3.722 -5.939 0.7 -0.7 0.7
H 0.153 5.271 -5.057 -0.2 -0.5 -0.3
H 1.665 5.726 -4.405 0.3 -0.2 -0.1
H -0.393 4.247 -2.621 -0.3 -0.1 -0.9
H -0.063 5.948 -2.673 0.0 0.4 -0.1
H 2.048 5.466 -1.912 1.1 0.1 0.1
C -0.990 -3.731 4.305 -0.5 0.7 -0.6
C -2.459 -3.728 4.624 0.2 -2.8 0.5
C -3.239 -4.822 5.133 0.9 2.5 -0.1
C -4.531 -4.262 5.225 -0.1 -0.1 0.5
N -4.591 -3.028 4.728 0.4 0.1 0.3
N -3.287 -2.707 4.419 -1.4 -1.6 0.5
C -5.736 -4.888 5.910 -0.4 0.6 -0.3
H -0.477 -2.967 4.884 0.2 -0.2 0.4
H -0.833 -3.374 3.271 0.0 -0.5 0.2
H -0.581 -4.739 4.441 0.0 0.4 0.0
H -2.887 -5.744 5.582 0.0 0.2 -0.4
H -3.122 -1.909 3.866 0.3 0.9 -0.4
H -5.962 -4.448 6.917 0.5 -0.3 -0.8
H -5.613 -5.983 6.039 -0.2 0.7 -0.3
H -6.609 -4.612 5.278 0.3 -0.7 0.5

3.
93
Properties=species:S:1:pos:R:3:forces:R:3 method="wB97M-V/def2-TZVPD" orbital_gap_ev=9.44 spin_multiplicity=1 lumo_ha=0.0115 relative_energy_kcal_mol=37.7 fmax_ha_per_bohr=0.055 charge=0 homo_energy_ha=-0.3353
C -0.110 0.601 4.878 0.4 0.2 0.0
C 0.983 -0.249 4.151 -0.3 -0.8 0.5
C 0.445 -1.619 3.607 0.3 1.2 0.7
O 1.547 -2.521 3.644 -0.7 0.0 -0.7
C 1.221 -3.770 3.026 0.7 -1.3 0.3
B 0.449 -4.721 4.074 0.1 -1.0 -0.8
O 1.031 -5.193 5.272 -2.1 1.9 0.0
B 0.109 -4.804 6.308 -0.4 -1.6 -0.6
O -1.275 -5.119 6.145 1.5 2.0 -1.0
B -1.654 -4.586 4.869 -0.7 -0.9 0.9
O -2.675 -3.635 4.830 1.5 -1.5 -1.0
C -2.927 -3.142 3.509 -1.8 1.4 -0.8
C -4.407 -2.616 3.430 0.8 0.2 1.0
C -4.779 -1.651 4.602 -0.2 0.6 -0.4
O -5.326 -3.721 3.465 0.5 0.5 -0.6
O -0.914 -5.049 3.759 0.5 1.6 1.4
H -1.121 0.501 4.425 0.7 0.3 0.1
H -0.210 0.321 5.951 0.1 -0.1 -0.7
H 0.225 1.664 4.883 -0.5 -0.6 -0.1
H 1.749 -0.516 4.919 -0.4 0.2 -0.6
H 1.514 0.280 3.337 -0.9 -0.4 0.8
H -0.399 -1.960 4.266 0.6 0.0 -0.4
H 0.059 -1.490 2.568 0.2 -0.2 0.5
H 0.627 -3.679 2.091 0.4 0.3 0.4
H 2.195 -4.264 2.782 -0.6 0.4 0.0
H 0.514 -4.199 7.246 0.0 -0.3 0.1
H -2.284 -2.266 3.266 -0.2 -0.7 0.3
H -2.837 -3.905 2.708 0.3 0.2 0.6
H -4.472 -2.046 2.467 -0.1 -0.7 0.7
H -5.491 -0.895 4.193 0.4 -0.5 0.5
H -5.275 -2.181 5.439 0.4 0.2 -0.6
H -3.919 -1.080 5.011 -0.3 -0.4 -0.3
H -4.805 -4.464 3.781 -0.2 -0.2 0.1
F 2.893 0.970 2.331 0.4 0.3 -0.3
C 4.014 0.458 1.779 0.6 -0.3 -0.3
C 4.702 1.206 0.842 -0.2 0.3 0.0
C 5.854 0.681 0.271 -0.1 -0.3 0.2
C 6.297 -0.586 0.638 0.0 0.0 0.0
C 5.590 -1.327 1.578 0.0 0.3 -0.1
C 4.442 -0.801 2.158 -0.2 -0.1 0.2
H 4.333 2.186 0.564 0.1 -0.3 0.1
H 6.406 1.259 -0.460 -0.1 0.0 0.0
H 7.194 -0.995 0.189 0.0 0.0 0.0
H 5.932 -2.315 1.860 0.0 0.0 0.0
H 3.881 -1.361 2.898 0.0 0.0 0.0
F 3.879 3.802 -0.463 0.0 0.2 -0.1
C 2.790 4.490 -0.862 -0.6 0.3 -0.2
C 2.163 4.141 -2.045 0.1 -0.2 -0.1
C 1.037 4.847 -2.449 0.0 0.1 0.2
C 0.561 5.899 -1.673 0.0 0.0 0.0
C 1.205 6.240 -0.490 0.0 -0.2 -0.2
C 2.323 5.528 -0.077 0.2 0.0 0.2
H 2.554 3.324 -2.639 0.0 0.0 0.0
H 0.533 4.577 -3.368 0.1 0.0 0.0
H -0.314 6.451 -1.992 0.0 0.0 0.0
H 0.835 7.061 0.112 0.0 0.0 0.0
H 2.832 5.774 0.847 0.0 0.0 0.0
F 1.655 3.441 -5.333 -0.1 0.1 0.1
C 2.736 2.915 -5.941 0.6 -0.3 -0.3
C 3.373 3.638 -6.933 -0.1 0.2 0.0
C 4.489 3.095 -7.556 -0.1 -0.2 0.2
C 4.947 1.834 -7.188 0.0 0.0 0.0
C 4.293 1.118 -6.192 0.0 0.3 -0.2
C 3.182 1.663 -5.558 -0.1 -0.1 0.2
H 2.997 4.614 -7.212 0.0 0.0 0.0
H 5.002 3.653 -8.329 0.0 0.0 0.0
H 5.815 1.410 -7.678 0.0 0.0 0.0
H 4.647 0.135 -5.908 0.0 0.0 0.0
H 2.666 1.125 -4.776 0.1 0.1 -0.2
F 1.275 0.236 -3.746 -0.1 -0.2 0.2
C -0.073 0.226 -3.786 -0.8 0.0 0.0
C -0.725 -0.837 -4.386 0.2 -0.2 -0.1
C -2.114 -0.847 -4.421 0.3 0.4 0.2
C -2.832 0.207 -3.866 0.5 0.2 -0.4
C -2.162 1.270 -3.272 0.2 -0.3 -0.2
C -0.773 1.279 -3.226 0.2 0.2 0.1
H -0.148 -1.644 -4.818 0.0 0.0 0.0
H -2.636 -1.677 -4.880 0.0 0.0 0.0
H -3.915 0.199 -3.898 2.0 0.2 -0.4
H -2.721 2.093 -2.844 0.0 0.0 0.0
H -0.235 2.095 -2.759 0.0 0.0 0.0
F -5.359 0.097 -3.643 -2.6 0.0 0.0
C -5.532 -0.399 -2.404 -0.3 -0.5 1.2
C -4.573 -1.242 -1.873 0.2 -0.2 -0.2
C -4.751 -1.750 -0.592 -0.3 0.2 0.0
C -5.887 -1.418 0.136 0.0 0.0 0.0
C -6.846 -0.574 -0.413 0.2 -0.1 -0.1
C -6.666 -0.056 -1.689 -0.1 0.2 -0.2
H -3.697 -1.496 -2.459 -0.2 0.0 0.2
H -4.003 -2.406 -0.163 0.0 0.0 -0.1
H -6.026 -1.818 1.132 -0.1 0.0 -0.1
H -7.733 -0.319 0.153 0.0 0.0 0.0
H -7.397 0.610 -2.130 0.0 0.0 0.0